Entry 1:
Below is a 2-piece molecular cluster, C5H12NO3 overall in a non-equilibrium geometry, with properties calculated with ωB97M-V/def2-TZVPD.

Element x y z (Å)
O  -2.302  1.072  0.689
O  -2.850  0.007  -1.271
O  0.548  -0.889  -0.361
N  1.016  1.392  -0.139
C  -1.999  -1.287  0.693
C  0.126  0.293  -0.926
C  2.299  0.717  -0.023
C  -2.358  -0.031  -0.015
C  1.947  -0.779  -0.114
H  0.443  1.332  0.731
H  0.788  2.353  -0.610
H  -2.555  -0.817  -1.632
H  -2.965  1.779  0.376
H  2.090  -1.192  0.968
H  2.845  1.058  -0.984
H  0.392  0.272  -2.072
H  2.646  -1.188  -0.844
H  -1.147  -1.086  1.303
H  2.831  1.027  0.803
H  -2.812  -1.718  1.271
H  -1.777  -2.017  -0.011

Values from the calculation:
Total charge   +1
Highest occupied orbital energy   -11.143 eV
Molar mass   134.2 g/mol
Gap between HOMO and LUMO   7.563 eV

***

Entry 2:
Below is C6H10O as an isolated structure in a non-equilibrium geometry, with properties calculated with ωB97M-V/def2-TZVPD.

Element x y z (Å)
O  1.784  -0.497  -0.906
C  -1.083  1.364  0.968
C  0.517  -1.141  -0.882
C  0.286  -0.841  0.605
C  1.644  -0.106  0.469
C  -0.960  -0.013  0.361
C  -0.557  -0.228  -1.439
H  -0.145  1.937  0.897
H  0.536  -2.173  -1.239
H  -0.220  0.697  -1.884
H  -1.350  1.348  2.038
H  1.644  0.986  0.590
H  2.460  -0.523  1.073
H  -1.868  1.925  0.461
H  -1.271  -0.729  -2.141
H  0.286  -1.625  1.370
H  -1.702  -0.381  -0.341

Values from the calculation:
Highest occupied orbital energy   -8.274 eV
Molar mass   98.1 g/mol
Gap between HOMO and LUMO   9.379 eV

***

Entry 3:
Below is one molecule with the formula C2H3N2O2P in a non-equilibrium geometry, with properties calculated with ωB97M-V/def2-TZVPD.

Element x y z (Å)
P  1.095  0.974  0.465
O  -2.145  -1.024  0.443
O  2.465  -1.337  0.142
N  0.149  -1.465  0.189
N  -0.650  0.711  0.365
C  1.384  -0.823  0.226
C  -1.002  -0.650  0.296
H  -1.191  1.409  1.003
H  1.218  1.354  -0.998
H  -0.129  -2.390  -0.103

Values from the calculation:
Highest occupied orbital energy   -10.052 eV
SMILES   O=c1[nH][pH]c(=O)[nH]1
Molar mass   118.0 g/mol
Gap between HOMO and LUMO   10.279 eV

***

Entry 4:
Below is one molecule with the formula C3H10N2O2 in a non-equilibrium geometry, with properties calculated with ωB97M-V/def2-TZVPD.

Element x y z (Å)
O  -0.832  0.832  0.427
O  1.216  1.415  1.229
N  0.667  -1.178  -0.697
N  0.448  1.313  0.027
C  1.214  0.090  -0.869
C  0.010  -1.598  0.901
C  -1.769  1.026  -0.638
H  0.551  1.468  1.929
H  -0.893  -1.237  1.384
H  -1.613  0.293  -1.432
H  1.427  -1.855  -0.739
H  2.264  0.195  -0.579
H  -0.173  -2.638  0.644
H  -1.672  2.033  -1.048
H  0.864  -1.490  1.565
H  1.056  0.458  -1.885
H  -2.764  0.874  -0.218

Values from the calculation:
Highest occupied orbital energy   -8.494 eV
SMILES   CNCN(O)OC
Molar mass   106.1 g/mol
Gap between HOMO and LUMO   9.426 eV

***

Entry 5:
Below is one molecule with the formula C3H5IN2S in a non-equilibrium geometry, with properties calculated with ωB97M-V/def2-TZVPD.

Element x y z (Å)
I  4.009  0.129  0.125
S  0.043  -1.408  0.375
N  2.182  -0.109  -0.697
N  1.272  0.798  -0.257
C  -0.957  1.227  0.479
C  0.159  0.381  0.134
C  1.599  -1.617  -0.454
H  1.634  -2.079  -1.523
H  -1.359  0.719  1.244
H  2.160  -2.328  0.045
H  -1.671  1.172  -0.465
H  -0.451  2.114  0.577

Values from the calculation:
Highest occupied orbital energy   -8.314 eV
SMILES   CC1=NN(I)CS1
Molar mass   228.1 g/mol
Gap between HOMO and LUMO   8.289 eV

***

Entry 6:
Below is one molecule with the formula C3H3NO3 in a non-equilibrium geometry, with properties calculated with ωB97M-V/def2-TZVPD.

Element x y z (Å)
O  2.209  0.096  -0.001
O  1.016  2.160  0.185
O  1.657  -2.151  -0.084
N  0.975  0.980  0.104
C  1.390  -0.980  -0.017
C  0.186  -0.071  0.069
C  -1.497  -0.001  0.084
H  -1.826  -0.868  -0.730
H  -1.587  1.031  -0.417
H  -2.523  -0.197  0.805

Values from the calculation:
Highest occupied orbital energy   -10.130 eV
SMILES   CC1=[N+]([O-])OC1=O
Molar mass   101.1 g/mol
Gap between HOMO and LUMO   9.706 eV

***

Entry 7:
Below is C28H38IrN10SSb as an isolated structure in a non-equilibrium geometry, with properties calculated with ωB97M-V/def2-TZVPD.

Element x y z (Å)
Ir  1.362  -1.088  -0.861
Sb  0.063  1.129  -1.291
S  2.991  -0.545  3.277
N  0.093  -2.623  -0.823
N  1.545  -0.794  1.195
N  1.607  -0.991  -4.960
N  0.101  -3.438  -3.083
N  0.947  -2.162  -4.895
N  -0.931  -4.523  -1.268
N  1.303  -1.381  -2.877
N  -1.044  -4.216  0.056
N  1.825  -0.517  -3.788
N  -0.456  -3.132  0.342
C  -3.702  0.152  3.963
C  0.527  -0.580  4.668
C  -0.826  2.621  -0.015
C  2.735  2.532  -1.804
C  0.740  3.651  -2.885
C  6.042  -0.395  -0.276
C  1.394  2.325  -2.503
C  0.775  -2.370  -3.608
C  0.228  3.346  0.813
C  -0.232  -3.545  -1.774
C  -3.017  -1.066  3.328
C  -2.342  1.591  -3.100
C  -1.502  -0.862  3.335
C  0.638  -0.767  2.258
C  2.783  -0.672  1.595
C  -3.343  -2.327  4.145
C  3.313  -0.745  -0.764
C  3.813  -0.619  0.554
C  5.160  -0.444  0.799
C  -1.517  0.418  -2.579
C  -3.564  -1.267  1.915
C  -0.838  -0.698  4.571
C  1.270  -0.629  3.488
C  5.572  -0.534  -1.575
C  4.220  -0.722  -1.829
C  -0.751  -0.866  2.177
C  -1.934  2.056  0.861
C  -2.409  -0.621  -1.901
H  -0.952  -0.039  -3.394
H  -2.861  2.115  -2.295
H  3.426  3.018  -2.497
H  -3.478  1.064  3.403
H  -3.116  -0.144  -1.219
H  -2.429  2.877  1.387
H  -4.784  0.010  3.964
H  0.685  2.678  1.546
H  1.547  1.702  -3.379
H  -3.002  -2.242  5.177
H  3.186  1.591  -1.502
H  1.410  4.179  -3.567
H  -1.748  2.309  -3.662
H  1.009  -0.467  5.629
H  -1.416  -0.682  5.485
H  -4.642  -1.427  1.967
H  -3.121  -2.142  1.434
H  -2.993  -1.148  -2.658
H  -0.250  4.163  1.359
H  -4.422  -2.488  4.160
H  -1.241  3.279  -0.784
H  3.883  -0.833  -2.848
H  -3.104  1.204  -3.780
H  -1.211  -1.002  1.209
H  -2.871  -3.205  3.701
H  7.100  -0.255  -0.097
H  -3.391  -0.392  1.287
H  -1.534  1.373  1.610
H  -0.205  3.524  -3.408
H  -3.385  0.305  4.995
H  -1.856  -1.368  -1.338
H  5.525  -0.357  1.816
H  -2.696  1.532  0.283
H  1.018  3.783  0.204
H  -0.217  -4.159  -3.713
H  0.575  4.303  -2.025
H  2.652  3.171  -0.923
H  6.267  -0.512  -2.403

Values from the calculation:
Total charge   +1
Highest occupied orbital energy (spin up / spin down)   -11.394 / -11.491 eV
Molar mass   860.7 g/mol
Gap between HOMO and LUMO (spin up / spin down)   6.165 / 5.772 eV
2S+1   2

***

Entry 8:
Below is C30H75N5Na3O14P as an isolated structure in a non-equilibrium geometry, with properties calculated with ωB97M-V/def2-TZVPD.

Element x y z (Å)
P  -0.785  -0.467  0.538
Na  0.103  1.669  2.151
Na  -0.051  -3.016  0.040
Na  -3.291  0.135  -0.435
O  -1.015  -1.425  1.721
O  -2.851  4.006  -3.939
O  2.263  -0.295  -3.812
O  2.751  -1.337  4.414
O  -3.106  -1.475  -5.049
O  1.982  -4.454  0.882
O  -1.493  0.922  0.801
O  -1.334  -1.144  -0.769
O  5.762  2.207  1.911
O  -4.981  2.729  0.483
O  0.748  -0.085  0.474
O  -1.695  -4.768  0.618
O  -4.394  0.515  5.287
O  2.842  3.706  -3.053
N  2.150  -2.011  -0.588
N  -0.824  -0.082  4.086
N  -2.382  2.372  -1.236
N  -1.833  -3.249  -1.997
N  2.463  1.762  0.196
C  2.257  2.786  -0.917
C  3.144  2.602  -2.174
C  2.927  -5.469  0.447
C  3.271  3.675  -4.410
C  4.444  2.455  1.361
C  6.780  2.015  0.951
C  -1.915  -0.928  -5.622
C  -1.537  2.515  -2.439
C  -1.971  5.108  -4.157
C  3.223  -2.445  0.323
C  1.682  -0.526  4.004
C  -4.199  0.586  6.711
C  1.395  0.470  -4.550
C  2.744  -1.629  -1.847
C  -3.031  3.612  -0.809
C  3.722  1.280  0.639
C  -3.688  3.337  0.582
C  0.292  -0.929  4.570
C  -2.934  -4.046  -1.374
C  2.581  -3.302  1.392
C  -5.557  2.406  1.785
C  -2.053  -0.483  4.756
C  -1.570  -4.680  2.051
C  -2.845  -4.096  0.157
C  -3.175  0.572  4.527
C  -2.064  -2.984  -3.399
C  -2.349  2.648  -3.689
C  -2.945  -1.707  -3.660
C  3.025  -1.432  5.811
C  1.694  -0.974  -2.701
H  -3.755  3.900  -1.571
H  4.049  -2.919  -0.207
H  3.533  -5.091  -0.376
H  -3.074  2.724  1.242
H  3.392  -0.477  6.187
H  3.030  1.679  -2.743
H  3.287  -3.560  2.182
H  -2.727  1.555  4.670
H  6.511  1.329  0.148
H  4.364  0.937  -0.172
H  4.203  2.636  -1.917
H  1.853  0.932  -5.424
H  -2.443  6.086  -4.243
H  -2.699  -0.775  -3.151
H  -3.931  -2.027  -3.323
H  3.563  0.503  1.387
H  -0.750  3.243  -2.241
H  -2.391  4.492  -0.748
H  3.358  -0.744  -1.679
H  3.187  4.672  -4.843
H  -3.391  0.590  3.459
H  -3.645  -0.202  7.221
H  -1.444  5.318  -3.227
H  -2.114  -5.490  2.537
H  -3.125  1.895  -3.825
H  -1.535  -0.006  -5.182
H  0.432  -0.776  5.640
H  -6.368  1.698  1.617
H  3.861  2.670  2.257
H  -3.779  -4.468  0.579
H  7.634  1.627  1.507
H  3.303  -2.411  -2.360
H  1.760  -1.186  -0.155
H  3.530  -5.768  1.304
H  2.463  3.732  -0.416
H  2.768  2.984  -5.087
H  0.862  1.209  -3.952
H  -0.954  1.595  -2.418
H  -1.120  -2.797  -3.910
H  1.012  -1.747  -3.056
H  -2.941  -5.077  -1.730
H  -1.787  -3.740  2.559
H  -1.142  -1.696  -5.591
H  0.081  -1.958  4.277
H  -4.921  1.820  2.449
H  1.049  -0.280  -2.163
H  3.674  -1.577  0.805
H  1.816  0.521  4.280
H  4.478  3.322  0.701
H  -1.226  4.881  -4.919
H  -1.011  -0.459  3.168
H  2.227  -1.751  6.481
H  -0.510  -4.919  2.145
H  3.892  -2.064  6.001
H  -2.815  -3.044  0.443
H  2.468  -6.413  0.151
H  0.634  -0.152  -5.022
H  1.754  -0.461  2.918
H  -1.901  -0.606  5.828
H  -3.828  1.545  7.072
H  -2.492  -1.401  4.367
H  -2.481  -3.873  -3.871
H  -5.195  0.472  7.138
H  -3.887  -3.546  -1.546
H  7.000  2.923  0.389
H  1.756  1.050  0.308
H  -1.694  -2.385  -1.493
H  1.188  2.780  -1.131
H  -5.890  3.254  2.384
H  4.322  3.405  -4.520
H  -2.081  -0.659  -6.666
H  1.771  -2.772  1.893
H  -3.812  4.299  1.081
H  -1.631  2.446  -4.484
H  -1.954  1.902  -0.452

Values from the calculation:
Highest occupied orbital energy   -7.926 eV
Molar mass   829.9 g/mol
Gap between HOMO and LUMO   7.782 eV

***

Entry 9:
Below is C4H8N2O as an isolated structure in a non-equilibrium geometry, with properties calculated with ωB97M-V/def2-TZVPD.

Element x y z (Å)
O  -0.590  -1.751  0.481
N  -1.272  -1.375  -1.666
N  -0.333  0.258  1.907
C  -0.429  0.998  0.857
C  1.502  0.162  -0.500
C  -0.013  0.430  -0.429
C  -0.698  -1.040  -0.585
H  1.813  -0.496  0.308
H  -0.701  0.611  2.782
H  1.743  -0.316  -1.448
H  -0.489  -0.954  1.462
H  -0.322  1.077  -1.250
H  -0.977  1.941  0.877
H  -1.295  -0.642  -2.365
H  2.062  1.095  -0.432

Values from the calculation:
Highest occupied orbital energy   -9.068 eV
Molar mass   100.1 g/mol
Gap between HOMO and LUMO   9.056 eV

***

Entry 10:
Below is one molecule with the formula C5H13NS in a non-equilibrium geometry, with properties calculated with ωB97M-V/def2-TZVPD.

Element x y z (Å)
S  1.102  2.607  0.148
N  -0.493  -0.807  -1.356
C  -0.674  -1.636  -2.535
C  -0.343  0.731  1.398
C  0.456  1.988  1.714
C  -0.185  -1.461  -0.072
C  0.486  -0.476  0.870
H  1.199  1.772  2.471
H  0.849  -0.893  1.835
H  -1.057  0.525  2.226
H  -0.325  2.697  2.015
H  -0.901  -2.701  -2.287
H  0.251  -1.772  -3.193
H  -1.129  -1.793  0.364
H  1.885  3.536  0.728
H  0.621  -2.143  -0.396
H  -1.095  0.980  0.652
H  -0.468  0.148  -1.670
H  1.270  -0.136  0.210
H  -1.449  -1.165  -3.122

Values from the calculation:
Highest occupied orbital energy   -7.993 eV
SMILES   CNCCCCS
Molar mass   119.2 g/mol
Gap between HOMO and LUMO   8.902 eV

***

Entry 11:
Below is a 2-piece molecular cluster, C5H13NO overall in a non-equilibrium geometry, with properties calculated with ωB97M-V/def2-TZVPD.

Element x y z (Å)
O  1.407  -1.418  -3.166
N  0.642  0.681  -1.185
C  -1.581  -0.461  1.701
C  -2.135  0.254  2.916
C  -0.365  0.098  1.013
C  -0.416  0.441  -0.273
C  2.018  0.669  -0.655
H  0.590  -0.120  1.478
H  0.834  -1.011  -2.493
H  2.586  -0.151  -1.091
H  -2.376  -0.658  0.975
H  2.541  1.586  -0.916
H  -1.358  0.866  -0.611
H  -2.452  1.285  2.837
H  0.510  1.638  -1.494
H  -1.473  0.253  3.788
H  -3.011  -0.294  3.253
H  1.706  -2.181  -2.658
H  2.094  0.575  0.427
H  -1.383  -1.493  2.007

Values from the calculation:
Highest occupied orbital energy   -8.571 eV
SMILES   CC/C=C/NC.O
Molar mass   103.2 g/mol
Gap between HOMO and LUMO   9.456 eV

***

Entry 12:
Below is C11H22CoO2S3Se2 as an isolated structure, with properties calculated with ωB97M-V/def2-TZVPD.

Element x y z (Å)
Se  -0.056  1.454  -2.083
Se  -1.459  1.716  0.937
Co  -0.064  0.056  -0.083
S  -1.924  -1.581  -0.550
S  0.402  -1.440  1.941
S  1.379  -1.756  -1.221
O  0.468  5.805  -0.112
O  1.746  1.131  0.601
C  -1.210  -2.248  2.132
C  0.457  3.218  -1.396
C  -0.237  3.237  1.061
C  -1.255  -2.612  -1.908
C  -1.906  -2.745  0.869
C  0.123  -2.234  -2.443
C  2.114  2.498  0.389
C  0.912  3.372  0.054
C  1.497  -2.782  1.370
C  1.432  4.833  0.210
C  1.366  -3.195  -0.091
H  -1.076  -3.085  2.817
H  -1.972  -2.517  -2.722
H  1.259  3.544  -2.064
H  -1.811  -1.493  2.638
H  -2.952  -2.933  1.107
H  2.846  2.565  -0.422
H  -1.289  -3.645  -1.568
H  0.524  -3.065  -3.023
H  2.345  4.957  -0.384
H  1.337  -3.639  2.024
H  2.546  0.628  0.784
H  1.691  4.996  1.258
H  0.452  5.971  -1.059
H  2.212  -3.825  -0.364
H  -1.462  -3.676  0.524
H  -0.864  4.122  0.980
H  2.578  2.878  1.306
H  0.063  -1.359  -3.090
H  0.169  3.206  2.075
H  2.499  -2.397  1.567
H  0.449  -3.750  -0.267
H  -0.415  3.845  -1.576

Values from the calculation:
Total charge   +1
Highest occupied orbital energy (spin up / spin down)   -10.635 / -11.063 eV
Molar mass   499.3 g/mol
Gap between HOMO and LUMO (spin up / spin down)   8.179 / 6.180 eV
2S+1   5